The ion C5H11N2 with charge +2, computed with ωB97M-V/def2-TZVPD.

Properties
* E: -305.794459 Eh
* 2S+1: 2
* gap between HOMO and LUMO (alpha / beta): 10.45 / 6.71 eV
* ΔE to the lowest compared entry with this formula, charge and spin: 217.6 kJ/mol
* total charge: +2

Geometry as XYZ:
```
18
C5H11N2 (ωB97M-V/def2-TZVPD)
C -0.55222 0.12519 1.50190
C -1.05383 0.53027 0.17884
C -0.33467 -0.21393 -0.85946
C -0.67993 -1.37426 -1.38198
C 1.68361 -0.39616 -2.14050
N 1.04916 0.17959 -1.18443
N 0.37646 1.12232 2.03158
H -1.30278 -0.20012 2.31020
H -0.07990 -0.90860 1.36231
H -0.82837 1.57191 -0.10160
H -2.05447 0.41216 0.00776
H -1.71558 -1.84018 -1.05048
H -0.23067 -2.11878 -1.96204
H 1.35169 -1.16757 -2.89186
H 2.64553 -0.10394 -2.38781
H 1.24255 0.79476 2.43826
H 0.60019 2.01878 1.33754
H -0.11678 1.56857 2.79175
```